This record from the OMol25 dataset describes C2H3Cl2N in the gas phase at a distorted geometry. The level of theory is ωB97M-V with the def2-TZVPD basis set.

Each line ends with the Mulliken charge.
Positions of all 8 atoms, in Å:
C 0.3456 -0.5318 -0.6061  0.0566
C -0.4698 0.3068 0.4982  -0.1003
N -0.1810 1.0399 1.4516  -0.5099
Cl 1.3873 0.4363 -1.6520  -0.1242
Cl -1.0194 -1.2264 -1.5439  -0.1881
H 0.7053 -1.3564 -0.1493  0.3368
H -1.5905 0.0456 0.3533  0.2825
H 0.8226 1.2861 1.6482  0.2466

Computed properties:
* orbital gap: 10.885 eV
* total charge: 0
* relative energy (zero: lowest compared OMol25 entry of this formula, charge and spin): 15.69 kcal/mol
* max |F|: 4.80 eV/A
* SMILES: [H]/N=C\C(Cl)Cl
* E_HOMO: -10.20 eV

=====

This record from the OMol25 dataset describes a 10-piece molecular cluster, C41H66F3N5O7 overall at a distorted geometry. The level of theory is ωB97M-V with the def2-TZVPD basis set.

Each line ends with the Mulliken charge.
Positions of all 122 atoms, in Å:
C -15.0981 -8.5784 22.4318  -0.6784
C -15.9227 -7.3761 22.0307  -0.6213
C -14.9329 -6.3659 21.4890  0.5484
O -13.6397 -6.9921 21.4768  -0.1758
C -13.7072 -7.8958 22.6127  0.0241
H -15.1155 -9.3337 21.6547  0.2954
H -15.5356 -9.0458 23.3756  0.3543
H -16.3548 -6.9426 22.8947  0.2021
H -16.7366 -7.5735 21.3298  0.3616
H -14.8054 -5.4817 22.1532  0.0354
H -15.1937 -6.0725 20.4685  -0.4030
H -13.6662 -7.3253 23.5814  0.0631
H -12.8222 -8.5820 22.4728  -0.0048
C -14.8728 -5.4416 17.6499  -0.4215
C -15.2675 -6.1040 16.2836  -0.6955
C -14.3927 -7.3918 16.3292  -0.6102
O -13.1709 -6.9537 16.8877  -0.3608
C -13.4601 -5.9914 17.9252  1.1068
H -15.5511 -5.8577 18.4553  0.0084
H -15.0051 -4.3880 17.6984  0.5115
H -15.0481 -5.4433 15.4293  0.2215
H -16.3442 -6.3705 16.1588  0.3653
H -14.1666 -7.8552 15.3619  0.3396
H -14.9002 -8.0891 16.9673  0.2889
H -12.6219 -5.2684 17.8917  -0.3465
H -13.4925 -6.3645 18.9667  -0.3193
F -13.0211 0.1669 16.0612  -0.4346
C -11.9692 -0.3948 15.4286  0.6905
C -12.1500 -1.5789 14.7350  -0.4901
C -11.1162 -2.0699 14.0018  -0.1687
C -9.9145 -1.4245 13.9217  -0.6509
C -9.7344 -0.2430 14.6327  -0.3697
C -10.7596 0.2730 15.4974  -0.6805
H -13.0992 -2.0981 14.6973  0.4807
H -11.2645 -3.0297 13.5256  0.3419
H -9.1292 -1.8454 13.3396  0.4152
H -8.7880 0.3210 14.4918  0.3355
H -10.5411 1.2082 16.0305  0.5930
F -13.7691 -2.9165 19.8177  -0.4806
C -12.4278 -2.9233 19.6830  0.2942
C -11.6260 -3.4359 20.7198  -0.6908
C -10.2453 -3.5327 20.4562  -0.1800
C -9.7029 -3.0985 19.2226  -0.8924
C -10.5060 -2.4219 18.3117  1.0617
C -11.8620 -2.3953 18.5667  -0.1922
H -12.1266 -3.8169 21.6312  0.5793
H -9.5223 -4.0030 21.1681  0.0258
H -8.6176 -3.1960 19.0456  0.1562
H -10.1273 -2.2108 17.3581  -0.0292
H -12.5803 -2.0744 17.7766  0.1723
F -10.5383 -6.6726 20.7768  0.0470
C -10.1330 -7.5636 21.6921  0.0977
C -10.2059 -8.8924 21.4714  -0.1985
C -10.0827 -9.7838 22.5413  -0.5546
C -9.8248 -9.2953 23.8085  -0.4658
C -9.8223 -7.8943 24.0212  -0.7666
C -10.0653 -7.0412 22.9934  -0.0535
H -10.4015 -9.2089 20.4409  0.3479
H -10.2387 -10.8589 22.4639  0.3978
H -9.6959 -9.9743 24.6543  0.3705
H -9.4609 -7.5713 25.0221  0.3451
H -10.0585 -5.9579 23.1146  0.4650
C -13.5918 -3.9348 25.0769  0.0494
O -13.4742 -4.7296 24.1716  -0.5518
N -14.7515 -3.6275 25.7134  0.1170
C -14.7073 -2.9086 26.9629  -0.8615
C -15.9929 -4.3333 25.3733  -0.4627
H -12.7455 -3.3396 25.4423  0.3195
H -13.7253 -2.4798 27.0568  0.3022
H -14.9221 -3.6656 27.7593  0.3126
H -15.4681 -2.0844 26.9618  0.2752
H -16.6848 -3.6473 24.8446  0.2788
H -15.7396 -5.1252 24.6476  -0.1265
H -16.3903 -4.8543 26.2763  0.3308
C -10.3044 1.6437 18.5932  0.1169
O -9.4902 1.8459 17.7557  -0.6285
N -10.1503 0.9933 19.7458  0.3290
C -11.1358 1.2282 20.7895  -1.0664
C -8.9491 0.3490 20.2337  -0.7709
H -11.3476 1.8768 18.4244  0.3213
H -10.9569 2.2029 21.2370  0.3857
H -11.1028 0.4618 21.5310  0.3295
H -12.1825 1.3096 20.4276  0.3246
H -8.2814 0.2413 19.3336  0.2154
H -8.4254 0.9537 21.0142  0.3409
H -9.2796 -0.6138 20.6985  0.1618
C -5.2107 -3.3962 21.7130  0.0355
O -5.8347 -2.7426 22.4970  -0.5659
N -5.4475 -4.7325 21.4724  0.2904
C -6.6083 -5.3413 22.1410  -0.7982
C -4.5668 -5.6638 20.8484  -0.7171
H -4.3957 -2.9702 21.1275  0.3727
H -7.1907 -5.8790 21.4336  0.0088
H -7.3008 -4.6372 22.5634  0.2923
H -6.3295 -6.0386 22.9694  0.3269
H -5.1694 -6.2937 20.1947  0.1608
H -3.8094 -5.2728 20.1740  0.3049
H -4.0987 -6.3329 21.5524  0.3502
C -7.8338 -4.7730 14.9741  -0.0088
O -8.6658 -4.1883 14.3230  -0.4971
N -7.2215 -4.1936 16.0494  0.2482
C -6.2037 -4.8927 16.9320  -0.8698
C -7.4853 -2.7630 16.2631  -0.2550
H -7.6110 -5.8523 14.7976  0.3316
H -6.4962 -4.5899 17.9217  0.1561
H -5.2319 -4.5024 16.6690  0.3741
H -6.2120 -5.9741 16.8492  0.3260
H -8.4060 -2.5620 15.7478  -0.2966
H -7.4986 -2.5793 17.3738  0.1713
H -6.7136 -2.1409 15.7840  0.3234
C -8.0326 -7.0597 18.8360  0.0947
O -6.8797 -7.3889 19.0394  -0.7817
N -8.8602 -7.7549 18.0091  0.5403
C -10.2640 -7.3338 17.7490  -0.6446
C -8.4377 -9.0944 17.4526  -1.0955
H -8.5049 -6.1568 19.2584  0.3045
H -10.3468 -6.9583 16.7270  0.5615
H -10.6582 -6.5068 18.4113  -0.4850
H -10.9323 -8.1507 17.9215  0.4239
H -7.9340 -8.9889 16.4350  0.2547
H -7.6790 -9.4953 18.1177  0.3748
H -9.3838 -9.6442 17.2961  0.3372

Computed properties:
* orbital gap: 9.202 eV
* total charge: 0
* max |F|: 3.02 eV/A
* SMILES: Fc1ccccc1.Fc1ccccc1.Fc1ccccc1.CN(C)C=O.CN(C)C=O.CN(C)C=O.CN(C)C=O.CN(C)C=O.C1CCOC1.C1CCOC1
* E_HOMO: -8.74 eV

=====

This record from the OMol25 dataset describes C33H33N6O4SSe2W as an isolated structure at a distorted geometry. The level of theory is ωB97M-V with the def2-TZVPD basis set.

Each line ends with the Mulliken charge.
Positions of all 80 atoms, in Å:
W 0.8059 1.1321 -1.0920  -0.1059
Se 0.2432 1.2201 -3.6374  -0.1128
Se 2.7601 2.7498 -1.8037  0.0131
C 3.4050 1.0825 -2.3031  0.7478
C 4.5976 0.7323 -2.9380  -0.9109
C 4.7453 -0.5665 -3.3659  -0.2552
C 3.7242 -1.5025 -3.1683  -1.0196
C 2.5906 -1.1058 -2.5053  -0.2198
N 2.4745 0.1569 -2.0607  0.2633
C -0.3870 2.8842 -3.0902  0.5152
C -0.9683 3.8964 -3.8486  -0.7886
C -1.4494 5.0072 -3.1915  -0.2697
C -1.3598 5.0902 -1.8027  -1.1332
C -0.7473 4.0643 -1.1178  -0.1839
N -0.2507 3.0003 -1.7671  0.1958
H 5.3549 1.4832 -3.1099  0.5172
H 5.6538 -0.8656 -3.8723  0.4313
H 3.8112 -2.5213 -3.5153  0.4981
H 1.7683 -1.7759 -2.3031  0.3951
H -1.0363 3.7884 -4.9214  0.5324
H -1.9064 5.8117 -3.7531  0.4361
H -1.7501 5.9355 -1.2556  0.4715
H -0.6581 4.0873 -0.0448  0.6328
O -0.1605 -0.7549 1.6951  -0.1272
C -0.8062 -1.8216 1.0416  3.7037
C -0.7561 -1.5424 -0.4675  -1.2031
O -1.4835 -2.0786 -1.2554  -0.4965
O 0.1297 -0.6420 -0.9136  -0.4741
C -0.0790 -3.1506 1.3091  0.1757
C 0.1206 -4.1223 0.3365  -0.1076
C 0.7733 -5.3083 0.6531  -1.0172
C 1.2209 -5.5433 1.9423  -0.5379
C 1.0026 -4.5864 2.9242  -1.0825
C 0.3517 -3.4053 2.6087  -0.6835
C -2.2716 -1.9188 1.4859  -0.6101
C -2.7262 -1.1044 2.5185  -0.3750
C -4.0203 -1.2404 3.0063  -0.9390
C -4.8744 -2.1845 2.4625  -0.5991
C -4.4256 -2.9952 1.4266  -0.7920
C -3.1334 -2.8678 0.9438  -0.3753
H 0.3331 -1.0626 2.4613  0.3681
H -0.2248 -3.9670 -0.6764  0.5114
H 0.9275 -6.0510 -0.1186  0.4490
H 1.7251 -6.4684 2.1866  0.4409
H 1.3301 -4.7620 3.9403  0.4384
H 0.1659 -2.7000 3.4131  0.5039
H -2.0623 -0.3672 2.9502  0.5231
H -4.3558 -0.6124 3.8220  0.4600
H -5.8801 -2.2967 2.8453  0.4378
H -5.0823 -3.7423 1.0000  0.4481
H -2.7893 -3.5198 0.1528  0.4086
C 1.6558 3.5264 1.3168  -2.6595
C 2.2558 2.1716 1.4502  0.9177
C 3.1790 1.8207 2.3765  -1.2447
C 3.5680 0.4762 2.1051  -1.0155
C 2.8718 0.0520 1.0207  0.0335
C 3.0106 -1.3170 0.4384  -1.0028
N 1.9936 1.0782 0.6012  2.0391
H 2.3810 4.2554 0.9502  0.3781
H 1.2857 3.8935 2.2776  0.3994
H 0.8270 3.5237 0.6279  0.6997
H 3.5477 2.4597 3.1642  0.5654
H 4.2762 -0.1208 2.6585  0.5792
H 3.1662 -2.0320 1.2470  0.4820
H 3.8708 -1.3934 -0.2294  0.3394
H 2.1335 -1.6522 -0.1001  -0.1082
C -3.0293 1.7844 -2.1675  -0.4925
N -2.8712 1.4436 0.3462  0.0091
C -1.7093 1.6882 0.9488  -0.3507
N -1.7292 2.1284 2.2287  -0.2758
O -0.6228 1.5670 0.3859  -0.1535
H -3.6223 1.5037 -3.0272  0.3547
H -1.7571 0.1732 -2.4114  0.4519
H -2.9497 2.8427 -1.9431  0.2057
H -3.7015 1.4419 0.9188  0.4016
H -2.5672 2.1755 2.7798  0.2236
H -0.8334 2.2024 2.6835  0.2521
S -4.0933 -0.5150 -1.0877  0.0113
C -3.0400 0.8587 -0.9664  -0.3267
N -1.8663 0.9946 -1.8194  0.1878

Computed properties:
* orbital gap (spin up / spin down): 6.046 / 5.159 eV
* total charge: +1
* relative energy (zero: lowest compared OMol25 entry of this formula, charge and spin): 44.48 kcal/mol
* spin multiplicity: 3
* <S²>: 2.01
* max |F|: 1.69 eV/A
* E_HOMO (spin up / spin down): -9.78 / -9.77 eV

=====

This record from the OMol25 dataset describes C3H8OS as an isolated structure at a distorted geometry. The level of theory is ωB97M-V with the def2-TZVPD basis set.

Each line ends with the Mulliken charge.
Positions of all 13 atoms, in Å:
C -1.3459 0.7092 0.0130  -0.3392
C 0.1586 0.7083 -0.3816  -0.4971
C 0.8321 -0.3636 0.2950  -0.1015
H -0.8372 -1.6879 0.0924  0.1417
H -1.3922 0.9344 1.0993  0.3069
H -1.9445 1.5895 -0.4919  0.2811
H 0.6254 1.6653 -0.0859  0.2442
H 0.6037 0.5348 -1.4328  0.2225
H 0.2497 -1.3487 0.4207  0.0670
H 1.2685 0.2268 1.4153  0.1231
H 2.1294 -1.8157 -0.3990  0.3559
O 1.9065 -0.4987 -0.3418  -0.4878
S -2.2540 -0.6537 -0.2027  -0.3168

Computed properties:
* orbital gap: 8.038 eV
* total charge: 0
* relative energy (zero: lowest compared OMol25 entry of this formula, charge and spin): 143.74 kcal/mol
* max |F|: 12.86 eV/A
* E_HOMO: -8.56 eV